Formula: C6H11N2OP
Source: OMol25
Level of theory: ωB97M-V/def2-TZVPD

Atoms and positions in Å:
C -1.833 -1.273 1.321
C 2.478 0.701 1.537
C 2.657 0.224 0.326
C -2.781 -0.574 0.336
C -2.122 -0.026 -0.924
C 2.006 0.908 -0.950
N -0.648 -0.928 1.512
N 0.791 0.223 -1.244
O -0.330 2.100 0.215
P -0.474 0.740 -0.244
H -2.203 -2.049 1.882
H 2.919 0.225 2.475
H 2.077 1.738 1.712
H 3.254 -0.645 0.284
H -3.561 -1.136 0.032
H -3.281 0.082 0.991
H -1.762 -0.744 -1.542
H -2.641 0.817 -1.241
H 2.764 0.942 -1.892
H 1.849 2.067 -0.697
H 0.982 -0.764 -1.248

Kohn-Sham gap: 9.01 eV
ΔE to the lowest compared entry with this formula, charge and spin: 55.2 kcal/mol
HOMO energy: -0.30164 Eh
M: 158.14 g/mol